ORCA calculation (ωB97M-V/def2-TZVPD) on an isolated molecule of C8H12INOSi at a distorted geometry.

Last column: Mulliken charge in e.
CARTESIAN COORDINATES (ANGSTROEM)
H (2.850, -0.104, 0.891)  0.277
C (0.689, 2.177, 1.206)  -0.969
I (-2.248, -0.034, -3.109)  0.080
N (-1.998, -2.066, 0.643)  -0.060
C (-1.940, -0.792, -1.188)  -0.592
H (1.395, 2.519, -2.097)  0.373
C (-2.607, -1.744, -0.531)  -0.351
H (-3.575, -2.302, -0.739)  0.345
C (2.442, -0.273, -0.166)  -1.000
C (-0.596, -0.467, -0.222)  0.794
H (-0.040, 2.804, 0.855)  0.325
H (-0.356, 1.972, -2.227)  0.215
H (2.197, -1.347, -0.323)  0.333
Si (0.772, 0.810, -0.227)  0.376
H (0.422, 1.651, 2.106)  0.325
H (0.435, -0.768, 2.635)  0.284
H (1.819, 2.507, 1.117)  0.249
C (-0.327, -1.414, 2.159)  -0.137
O (-0.618, -2.363, 2.845)  -0.509
H (-2.554, -2.466, 1.351)  0.291
C (0.688, 1.723, -2.033)  -1.225
H (3.016, 0.160, -1.089)  0.283
C (-0.934, -1.240, 0.835)  -0.107
H (1.067, 1.056, -2.694)  0.401

As for the net charge: 0. The calculation puts the LUMO energy at 0.1 eV. The SMILES is C[Si](C)(C)c1c(I)c[nH]c1C=O. The calculation puts the gap between HOMO and LUMO at 8.82 eV. The total energy comes out at -28004.744 eV. Its HOMO energy is -8.71 eV.

=====

ORCA calculation (ωB97M-V/def2-TZVPD) on a cluster of 2 separate species, C8H12N in total at a distorted geometry.

Last column: Mulliken charge in e.
CARTESIAN COORDINATES (ANGSTROEM)
C (0.058, -1.413, -1.865)  -1.336
C (0.332, -0.155, 2.675)  -1.230
H (-3.696, -0.129, 0.790)  0.406
C (0.651, 0.425, 1.225)  -0.594
C (0.147, 1.489, -2.299)  -0.168
C (-1.453, 0.005, 0.336)  -0.016
H (1.305, 2.317, -0.509)  0.400
H (-0.182, 0.635, 3.159)  0.367
H (-0.345, -0.955, 2.516)  0.363
H (-0.888, -1.085, -2.227)  0.408
H (0.009, -2.501, -1.393)  0.337
H (1.219, -0.435, 3.108)  0.382
C (-2.571, -0.116, 0.688)  -0.281
H (0.603, 1.446, 1.313)  0.447
H (-0.368, 1.121, -3.098)  0.486
C (0.823, 1.763, -1.354)  -0.462
H (1.583, -0.405, -0.723)  0.398
H (0.724, -1.563, -2.701)  0.404
H (1.667, 0.154, 1.036)  0.380
C (0.523, -0.478, -0.866)  0.098
N (-0.142, -0.120, 0.189)  0.211

As for the net charge: +1. The calculation puts the LUMO energy at -4.5 eV. The calculation puts the gap between HOMO and LUMO at 9.46 eV. The total energy comes out at -9967.441 eV. Its HOMO energy is -13.91 eV.

=====

ORCA calculation (ωB97M-V/def2-TZVPD) on a structure of composition C8H12N2 at a distorted geometry.

Last column: Mulliken charge in e.
CARTESIAN COORDINATES (ANGSTROEM)
N (2.318, -1.704, 0.141)  -0.732
H (-3.657, -0.121, -0.559)  0.172
H (3.331, 1.249, -0.773)  0.309
H (-3.349, -1.689, 1.409)  0.199
N (-2.031, 1.686, 0.209)  -0.617
H (3.439, 1.247, 0.948)  0.350
H (2.269, 2.664, -0.179)  0.214
C (2.571, 1.449, 0.158)  -1.225
H (0.032, 2.399, -0.770)  0.009
H (-2.415, -2.292, -1.123)  0.238
C (-1.320, -0.593, 0.113)  0.417
H (-2.014, 2.544, -0.144)  0.189
H (3.263, -0.969, -0.164)  0.286
C (1.027, -0.944, 0.093)  0.367
C (-1.070, 0.799, -0.092)  0.918
C (1.314, 0.549, 0.034)  0.587
C (0.160, 1.271, -0.280)  -0.740
H (-3.279, 1.132, 0.286)  0.216
C (-2.776, -1.164, -0.051)  -0.871
C (-0.182, -1.527, -0.092)  -1.067
H (-0.371, -2.493, 0.164)  0.497
H (2.402, -2.579, -0.842)  0.283

As for the net charge: 0. The calculation puts the LUMO energy at 0.1 eV. The calculation puts the gap between HOMO and LUMO at 7.24 eV. The total energy comes out at -11458.508 eV. Its HOMO energy is -7.18 eV.

=====

ORCA calculation (ωB97M-V/def2-TZVPD) on an isolated molecule of C8H12N2O at a distorted geometry.

Last column: Mulliken charge in e.
CARTESIAN COORDINATES (ANGSTROEM)
H (0.746, 0.193, -1.506)  0.292
H (-0.506, -1.358, -1.540)  0.358
H (2.958, -1.774, 1.703)  0.321
C (2.737, -0.679, 1.610)  -0.605
C (-1.363, 0.516, -0.971)  0.064
N (-0.983, 0.135, 1.302)  -0.254
H (-1.455, 1.236, -1.762)  0.506
H (-3.350, 0.505, -1.252)  0.321
H (-0.636, 1.790, 0.398)  0.353
H (0.167, -1.580, 1.056)  0.408
H (3.594, 2.466, 1.239)  0.417
C (1.559, -0.010, 1.271)  0.588
C (3.711, 0.354, 1.633)  -0.327
C (0.190, -0.526, 0.980)  -0.319
C (-2.672, -0.334, -1.080)  -1.197
C (3.076, 1.582, 1.495)  -0.439
H (4.690, 0.379, 2.120)  0.323
N (-1.318, 1.094, 0.403)  -0.516
H (-2.822, -0.737, -0.061)  0.254
H (-2.585, -1.108, -1.931)  0.341
H (-1.722, -0.387, 1.557)  0.312
O (1.730, 1.285, 1.201)  -0.316
C (-0.134, -0.425, -1.188)  -0.886

As for the net charge: 0. The calculation puts the LUMO energy at 0.9 eV. The calculation puts the gap between HOMO and LUMO at 8.73 eV. The total energy comes out at -13513.408 eV. Its HOMO energy is -7.81 eV.

=====

ORCA calculation (ωB97M-V/def2-TZVPD) on a structure of composition C8H12N2O at a distorted geometry.

Last column: Mulliken charge in e.
CARTESIAN COORDINATES (ANGSTROEM)
N (0.248, -1.084, -0.020)  -0.634
C (-1.136, -0.850, -0.064)  0.181
C (-1.986, -2.021, 0.059)  -1.185
N (-0.780, 1.400, 0.049)  -0.497
H (-3.114, 1.917, -0.684)  0.290
H (-2.202, -2.424, 1.193)  0.215
H (2.003, -2.081, -0.025)  0.443
C (0.477, 1.155, 0.012)  0.736
H (3.042, 0.271, -0.890)  0.240
H (-3.591, -0.134, -0.712)  0.218
H (2.235, 2.293, -0.631)  0.244
O (2.905, -1.574, 0.046)  -0.583
H (-3.203, -1.944, -0.509)  0.287
C (1.267, 2.350, -0.015)  -1.260
C (2.484, -0.289, -0.085)  -0.507
H (2.852, 0.410, 0.785)  0.227
C (-3.070, 0.758, -0.056)  -0.837
C (-1.590, 0.413, 0.076)  0.463
H (-1.534, -2.945, -0.586)  0.290
H (1.677, 2.406, 1.170)  0.264
H (-3.565, 0.725, 1.061)  0.215
C (1.058, -0.111, -0.025)  0.903
H (0.867, 3.453, -0.152)  0.287

As for the net charge: 0. The calculation puts the LUMO energy at 0.5 eV. The calculation puts the gap between HOMO and LUMO at 9.54 eV. The total energy comes out at -13514.279 eV. Its HOMO energy is -9.01 eV.

=====

ORCA calculation (ωB97M-V/def2-TZVPD) on a cluster of 2 separate species, C8H12N2O2 in total at a distorted geometry.

Last column: Mulliken charge in e.
CARTESIAN COORDINATES (ANGSTROEM)
C (-2.678, 1.729, 0.372)  -1.117
H (-1.826, -2.661, -0.353)  0.294
C (1.458, 0.816, 1.295)  0.194
H (2.619, -1.949, -1.944)  0.085
C (-2.335, -0.600, -0.298)  -0.346
H (-3.605, 0.085, 1.213)  0.261
H (4.124, -0.465, -1.642)  0.308
H (-2.741, -1.884, -1.804)  0.201
H (3.516, 1.480, 1.277)  0.275
C (-2.639, 0.356, 0.739)  0.349
O (1.020, 1.421, 2.256)  -0.623
O (4.189, 0.237, -0.916)  -0.549
H (-1.913, 0.354, 1.580)  0.214
N (0.948, -0.216, 0.583)  0.007
C (-2.313, -1.770, -0.789)  -0.674
H (-1.715, 2.209, -0.016)  0.237
C (2.990, 0.312, -0.327)  0.317
C (1.754, -1.542, -1.336)  -1.435
H (0.920, -2.155, -1.531)  0.301
H (-3.009, 2.358, 1.236)  0.327
H (-3.444, 1.960, -0.482)  0.295
C (1.888, -0.506, -0.499)  1.147
H (0.063, -0.743, 0.635)  0.089
N (2.730, 1.174, 0.752)  -0.156

As for the net charge: 0. The calculation puts the LUMO energy (spin up / spin down) at 0.2 / 0.4 eV. The calculation puts the gap between HOMO and LUMO (spin up / spin down) at 7.82 / 7.01 eV. The total energy comes out at -15560.916 eV. Its HOMO energy (spin up / spin down) is -7.63 / -6.64 eV.